A cluster of 8 separate species, H14NO10 in total at a distorted geometry, computed with ωB97M-V/def2-TZVPD.

```
25
Properties=species:S:1:pos:R:3:forces:R:3
N 17.685 9.333 -13.234 3.377 -1.083 1.908
O 16.603 9.634 -13.643 -2.646 0.714 -1.723
O 17.975 9.368 -12.044 -1.214 0.902 3.552
O 18.647 8.934 -13.892 0.504 -0.496 -3.727
O 21.380 13.116 -14.621 0.076 0.297 0.078
H 21.812 13.112 -15.475 0.063 -0.003 -0.198
H 21.317 12.192 -14.380 -0.182 -0.313 0.128
O 11.505 7.645 -12.612 -0.161 -0.229 0.085
H 12.325 8.095 -12.816 0.350 0.083 -0.059
H 10.831 8.317 -12.715 -0.149 0.146 -0.024
O 18.544 4.486 -16.872 -0.043 -0.202 -0.281
H 18.572 3.919 -16.101 -0.042 -0.085 0.207
H 19.131 5.211 -16.658 0.065 0.309 0.086
O 23.506 10.254 -9.405 0.240 -0.150 0.128
H 22.777 10.181 -10.021 -0.255 -0.077 -0.193
H 23.520 11.178 -9.158 -0.015 0.220 0.051
O 15.618 8.750 -19.132 -0.061 -0.194 -0.196
H 15.755 9.160 -18.278 0.103 0.027 0.363
H 15.460 9.482 -19.727 -0.027 0.156 -0.137
O 19.140 14.139 -9.702 0.185 0.262 0.025
H 18.651 13.490 -10.208 -0.110 -0.250 -0.242
H 18.850 14.008 -8.799 -0.071 -0.051 0.199
O 15.535 9.676 -6.992 -0.074 0.145 0.313
H 16.347 9.243 -7.256 0.234 -0.066 -0.147
H 14.858 9.266 -7.530 -0.147 -0.062 -0.196
```
Forces are in eV/Å.

The value obtained for the relative energy (zero: lowest compared OMol25 entry of this formula, charge and spin) is 58.0 kcal per mole. The calculation puts the HOMO energy at -4.1 eV. The total energy is -22189.9316 eV. Its total charge is -1. Its LUMO energy is 2.8 eV. The calculation puts the frontier orbital gap at 6.88 eV.



A cluster of 6 separate species, H14NO5 in total at a distorted geometry, computed with ωB97M-V/def2-TZVPD.

```
20
Properties=species:S:1:pos:R:3:forces:R:3
N 0.482 0.967 0.848 -1.254 0.511 -0.017
H 1.361 0.634 0.475 0.195 0.136 0.060
H -0.099 1.359 0.084 0.306 -0.294 -0.460
H 0.561 1.727 1.523 0.563 -0.253 0.087
H -0.069 0.182 1.229 0.133 -0.492 0.205
H -1.765 -4.526 0.979 -0.072 0.034 0.024
H -1.841 -3.829 -0.368 0.016 0.184 0.150
O -1.856 -3.651 0.581 0.096 -0.288 0.005
H 1.621 -1.040 -1.938 -0.014 -0.190 -0.393
H 0.227 -1.574 -2.387 0.249 0.019 -0.157
O 0.732 -1.242 -1.641 -0.146 0.166 0.595
H 2.724 3.634 -0.678 -0.512 -0.323 0.329
H 2.157 4.448 0.433 -0.310 -0.211 0.144
O 2.018 3.593 -0.002 0.736 0.412 -0.459
H -0.910 -1.294 2.869 0.027 0.200 -0.118
H -1.091 -2.258 1.723 0.004 0.264 -0.749
O -0.831 -1.336 1.906 -0.001 -0.152 0.750
H -1.263 1.390 -2.257 0.017 -0.151 0.292
H -0.284 2.499 -1.914 0.001 -0.008 0.141
O -0.648 1.674 -1.567 -0.034 0.437 -0.428
```
Forces are in eV/Å.

The value obtained for the relative energy (zero: lowest compared OMol25 entry of this formula, charge and spin) is 18.0 kcal per mole. The calculation puts the HOMO energy at -14.8 eV. The total energy is -11949.6423 eV. Its total charge is +1. Its LUMO energy is -2.8 eV. The calculation puts the frontier orbital gap at 11.95 eV.



Please write out number 1 again, unchanged.
A cluster of 8 separate species, H14NO10 in total at a distorted geometry, computed with ωB97M-V/def2-TZVPD.

```
25
Properties=species:S:1:pos:R:3:forces:R:3
N 17.685 9.333 -13.234 3.377 -1.083 1.908
O 16.603 9.634 -13.643 -2.646 0.714 -1.723
O 17.975 9.368 -12.044 -1.214 0.902 3.552
O 18.647 8.934 -13.892 0.504 -0.496 -3.727
O 21.380 13.116 -14.621 0.076 0.297 0.078
H 21.812 13.112 -15.475 0.063 -0.003 -0.198
H 21.317 12.192 -14.380 -0.182 -0.313 0.128
O 11.505 7.645 -12.612 -0.161 -0.229 0.085
H 12.325 8.095 -12.816 0.350 0.083 -0.059
H 10.831 8.317 -12.715 -0.149 0.146 -0.024
O 18.544 4.486 -16.872 -0.043 -0.202 -0.281
H 18.572 3.919 -16.101 -0.042 -0.085 0.207
H 19.131 5.211 -16.658 0.065 0.309 0.086
O 23.506 10.254 -9.405 0.240 -0.150 0.128
H 22.777 10.181 -10.021 -0.255 -0.077 -0.193
H 23.520 11.178 -9.158 -0.015 0.220 0.051
O 15.618 8.750 -19.132 -0.061 -0.194 -0.196
H 15.755 9.160 -18.278 0.103 0.027 0.363
H 15.460 9.482 -19.727 -0.027 0.156 -0.137
O 19.140 14.139 -9.702 0.185 0.262 0.025
H 18.651 13.490 -10.208 -0.110 -0.250 -0.242
H 18.850 14.008 -8.799 -0.071 -0.051 0.199
O 15.535 9.676 -6.992 -0.074 0.145 0.313
H 16.347 9.243 -7.256 0.234 -0.066 -0.147
H 14.858 9.266 -7.530 -0.147 -0.062 -0.196
```
Forces are in eV/Å.

The value obtained for the relative energy (zero: lowest compared OMol25 entry of this formula, charge and spin) is 58.0 kcal per mole. The calculation puts the HOMO energy at -4.1 eV. The total energy is -22189.9316 eV. Its total charge is -1. Its LUMO energy is 2.8 eV. The calculation puts the frontier orbital gap at 6.88 eV.



Q: Look up the relative energy (zero: lowest compared OMol25 entry of this formula, charge and spin) of the first one.
A: 58.0 kcal per mole



Q: What is the frontier orbital gap in the second record?
A: 11.95 eV